(1)
Formula: C2H4InO2
Source: the Open Molecules 2025 dataset
Level of theory: ωB97M-V/def2-TZVPD

Output
Total charge: +1
Relative energy (zero: lowest compared OMol25 entry of this formula, charge and spin): 4.3 kcal/mol
Energy: -418.7743 hartree
E_HOMO: -13.69 eV
Lowest unoccupied orbital energy: -6.6 eV
2S+1: 1

Geometry (Å):
In -3.85541 0.52154 0.56061
O 0.64965 1.06268 -1.40892
C 1.10044 0.32774 -0.55771
C -0.15665 -0.36868 0.43343
O -1.25093 -0.58463 -0.09823
H 1.92241 0.66327 0.09767
H 1.52536 -0.54679 -1.11853
H -0.16854 0.27252 1.33226
H 0.23366 -1.34766 0.75942

(2)
Formula: C32H40ClF22N5O12S2
Source: the Open Molecules 2025 dataset
Level of theory: ωB97M-V/def2-TZVPD

Output
Energy: -5873.1566 hartree
SMILES: CC[C@@H](Cl)[C@@](C#N)([C@@](S)(C#N)CC(N)(N)N)S(=O)(=O)C(F)(F)C(F)(F)C(F)(F)F.CCOC(=O)C(F)(F)F.CCOC(=O)C(F)(F)F.CCOC(=O)C(F)(F)F.CCOC(=O)C(F)(F)F.CCOC(=O)C(F)(F)F
E_HOMO: -10.29 eV
Lowest unoccupied orbital energy: -2.0 eV
2S+1: 1

Geometry (Å):
C 3.51894 0.00064 3.50255
C 3.37593 0.32220 1.86575
C 2.72854 -1.08573 1.23261
Cl 1.06273 -1.19168 2.08435
C 2.67684 -1.11916 -0.39869
C 2.98320 0.47327 -0.84240
N 3.24247 1.72161 -1.14817
C 3.93442 -1.95825 -1.11439
S 3.42036 -3.61143 -1.84788
C 4.28052 -1.04978 -2.48514
N 4.62670 -0.33040 -3.52664
C 5.32226 -1.97519 -0.26410
C 5.79100 -3.41270 0.36540
N 4.79488 -4.11150 1.24996
N 6.97224 -3.06125 1.30134
N 6.43869 -4.35910 -0.66926
S 1.00463 -1.44262 -1.16918
O 1.10556 -1.41768 -2.74660
O 0.12972 -0.16429 -0.85424
C 0.12983 -3.01888 -0.72176
F 0.20099 -3.90204 -1.95348
F 0.76458 -3.84314 0.33827
C -1.51639 -2.84683 -0.53796
F -2.07035 -4.23017 -0.79002
F -2.14091 -1.97442 -1.55891
C -2.02736 -2.40349 0.93521
F -1.98084 -0.90421 1.12378
F -1.47556 -3.15779 2.08348
F -3.51120 -2.70679 0.95814
H 2.49263 0.37781 3.98114
H 3.65987 -1.13717 3.73388
H 4.41055 0.62495 3.93785
H 2.63583 1.23025 1.80790
H 4.46265 0.54005 1.50506
H 3.37738 -1.94308 1.72994
H 2.89973 -4.49195 -0.89876
H 6.19828 -1.68817 -1.02724
H 5.41695 -1.18390 0.59475
H 4.95871 -3.90654 2.28169
H 3.80190 -3.94108 0.99536
H 6.63818 -2.35335 2.01289
H 7.23270 -3.94440 1.81816
H 7.43962 -4.56002 -0.37353
H 6.44091 -3.79770 -1.55895
C -4.52401 1.06798 1.70247
C -5.50790 2.16688 2.05588
O -5.65767 2.27600 3.47972
C -4.66357 2.95269 4.13884
O -3.68760 3.44986 3.58225
C -4.96779 3.03482 5.63376
F -5.35899 1.83716 6.15764
F -5.97358 3.91557 5.90575
F -3.89785 3.43954 6.37460
H -4.82163 0.12088 2.16343
H -4.46586 0.93267 0.61831
H -3.52008 1.29880 2.07370
H -6.49419 1.91659 1.65097
H -5.21601 3.13001 1.62081
C -8.73168 2.55631 5.98049
C -9.97290 1.71063 6.19190
O -10.94317 1.96694 5.16498
C -10.72386 1.34616 3.96202
O -9.76780 0.60842 3.73580
C -11.84840 1.66540 2.97838
F -12.15797 2.99395 2.94630
F -13.00505 1.01287 3.29094
F -11.55013 1.31617 1.69523
H -8.99449 3.61661 5.91157
H -8.02321 2.41859 6.80282
H -8.22661 2.29410 5.04502
H -10.43989 1.98120 7.14483
H -9.73355 0.64185 6.24245
C -11.68591 -2.32387 4.54795
C -12.76156 -3.25325 5.07685
O -12.23872 -4.09692 6.11441
C -12.12301 -3.52336 7.35466
O -12.43606 -2.36186 7.60447
C -11.60038 -4.53780 8.37045
F -10.52692 -5.24121 7.90700
F -12.54541 -5.46303 8.70541
F -11.19941 -3.96397 9.53979
H -10.81104 -2.89382 4.21957
H -12.06175 -1.73378 3.70673
H -11.34041 -1.63323 5.32422
H -13.10072 -3.91329 4.27144
H -13.63936 -2.70003 5.43114
C 5.06120 2.46359 -4.89094
C 5.47676 3.83386 -4.39076
O 6.85515 4.09098 -4.69997
C 7.12008 4.47971 -5.98810
O 6.25942 4.61151 -6.85492
C 8.61025 4.76375 -6.16919
F 9.40049 3.78599 -5.63872
F 8.98850 5.92747 -5.56587
F 8.97676 4.87734 -7.47693
H 5.72759 1.69034 -4.49587
H 4.03433 2.23530 -4.59007
H 5.12000 2.40428 -5.98272
H 5.38441 3.86675 -3.30000
H 4.83399 4.62605 -4.79250
C 9.73643 2.31629 -10.62501
C 10.93236 2.86945 -9.87383
O 11.80436 1.80836 -9.45506
C 12.64102 1.30265 -10.41675
O 12.67339 1.70473 -11.57725
C 13.54203 0.21729 -9.83003
F 12.85479 -0.68146 -9.06724
F 14.51320 0.73586 -9.02428
F 14.18836 -0.51224 -10.78263
H 9.21712 1.56395 -10.02303
H 9.03352 3.11548 -10.87862
H 10.04347 1.82231 -11.55273
H 10.58932 3.37592 -8.96544
H 11.47956 3.61034 -10.46863